Molecular formula: C29H60Cl24INO3PS
Method: DFT, ωB97M-V/def2-TZVPD

Geometry as XYZ:
```
120
C29H60Cl24INO3PS, DFT ωB97M-V/def2-TZVPD
O 0.376 5.292 1.972
S -0.215 4.339 0.999
O -1.701 4.310 1.159
C 0.057 4.832 -0.736
C 1.440 4.465 -1.342
C 2.551 5.525 -0.977
C 3.708 4.857 -0.167
N 3.267 3.419 -0.022
C 2.153 3.127 -0.993
P 1.198 1.532 -0.649
O 0.183 1.151 -1.922
I 3.033 -0.125 -0.851
H 0.217 3.053 1.261
H -0.787 4.524 -1.371
H 0.003 5.947 -0.729
H 1.269 4.415 -2.429
H 2.161 6.491 -0.642
H 2.990 5.757 -1.967
H 3.913 5.320 0.807
H 4.668 4.844 -0.697
H 3.134 3.058 0.934
H 4.047 2.883 -0.408
H 2.742 2.907 -1.912
H 0.190 1.819 -2.628
Cl -1.547 -2.385 1.704
C -1.762 -1.060 2.878
C -2.099 0.236 2.182
Cl -0.717 0.865 1.236
H -0.855 -0.978 3.475
H -2.581 -1.347 3.538
H -2.358 0.999 2.916
H -2.942 0.109 1.506
Cl 4.273 3.644 4.067
C 2.620 3.246 4.605
C 2.307 1.775 4.451
Cl 2.213 1.296 2.735
H 1.926 3.865 4.037
H 2.549 3.529 5.654
H 1.338 1.558 4.899
H 3.056 1.146 4.931
Cl -0.511 1.040 -4.950
C -1.149 -0.584 -4.579
C -0.963 -1.547 -5.722
Cl -1.983 -1.132 -7.122
H -2.198 -0.478 -4.311
H -0.608 -0.942 -3.703
H -1.246 -2.550 -5.404
H 0.073 -1.576 -6.057
Cl -5.056 0.187 0.259
C -5.144 -1.522 -0.239
C -6.186 -2.283 0.540
Cl -5.688 -2.457 2.240
H -4.158 -1.965 -0.106
H -5.384 -1.531 -1.301
H -6.297 -3.286 0.130
H -7.157 -1.792 0.510
Cl -1.034 4.653 -8.379
C -1.674 3.029 -8.016
C -1.481 2.067 -9.165
Cl -2.495 2.487 -10.567
H -2.725 3.131 -7.754
H -1.137 2.668 -7.141
H -1.767 1.061 -8.855
H -0.444 2.042 -9.494
Cl -0.062 -5.042 -6.049
C -0.862 -6.252 -5.014
C -2.343 -6.341 -5.291
Cl -3.208 -4.868 -4.778
H -0.665 -5.993 -3.976
H -0.388 -7.211 -5.222
H -2.773 -7.173 -4.734
H -2.543 -6.497 -6.349
Cl -4.149 -1.315 5.664
C -4.227 -3.078 5.408
C -3.461 -3.843 6.460
Cl -1.702 -3.590 6.320
H -3.852 -3.290 4.411
H -5.280 -3.357 5.443
H -3.640 -4.911 6.340
H -3.766 -3.555 7.464
Cl 7.901 3.952 2.471
C 7.391 2.287 2.847
C 7.648 1.339 1.701
Cl 6.596 1.680 0.300
H 6.337 2.310 3.116
H 7.960 1.969 3.721
H 7.438 0.318 2.016
H 8.680 1.388 1.362
Cl -0.214 -8.160 -0.981
C 0.222 -7.097 0.381
C -0.678 -5.888 0.468
Cl -0.425 -4.765 -0.894
H 1.265 -6.811 0.266
H 0.127 -7.691 1.289
H -0.465 -5.332 1.381
H -1.728 -6.173 0.479
Cl 6.918 -0.096 5.244
C 6.289 -1.382 6.306
C 4.805 -1.589 6.121
Cl 3.857 -0.201 6.715
H 6.531 -1.120 7.334
H 6.822 -2.296 6.050
H 4.479 -2.461 6.687
H 4.553 -1.747 5.075
Cl 1.560 7.060 -4.428
C 0.592 8.495 -3.999
C 0.089 8.429 -2.577
Cl -1.134 7.149 -2.362
H -0.227 8.575 -4.710
H 1.238 9.363 -4.121
H -0.387 9.370 -2.306
H 0.901 8.244 -1.876
Cl -6.548 -7.085 3.747
C -5.901 -6.361 2.255
C -4.416 -6.597 2.106
Cl -3.473 -5.700 3.323
H -6.135 -5.298 2.266
H -6.431 -6.821 1.421
H -4.084 -6.251 1.127
H -4.168 -7.652 2.198
```

## Properties
Gap between HOMO and LUMO, Ha: 0.3173
DFT total energy, eV: -367438.0488
HOMO, eV: -11.45
Total charge: +1

=====

Molecular formula: C44H56Br2N2OP2ReSi4Te
Method: DFT, ωB97M-V/def2-TZVPD

Geometry as XYZ:
```
113
C44H56Br2N2OP2ReSi4Te, DFT ωB97M-V/def2-TZVPD
Re 0.569 -0.279 -0.175
C 1.886 -4.221 1.025
N 1.203 -2.939 0.788
P 0.875 -1.650 1.862
C -0.581 -2.140 2.851
C -0.983 -3.471 2.924
C -2.067 -3.836 3.709
C -2.762 -2.875 4.427
C -2.352 -1.550 4.382
C -1.264 -1.186 3.604
C 2.081 -1.471 3.197
C 2.903 -2.488 3.677
C 3.642 -2.290 4.834
C 3.554 -1.091 5.525
C 2.727 -0.079 5.058
C 1.997 -0.264 3.896
P 0.078 -2.633 -0.476
C -1.433 -3.552 -0.238
C -1.389 -4.949 -0.252
C -2.537 -5.668 0.026
C -3.729 -5.001 0.292
C -3.780 -3.615 0.275
C -2.629 -2.886 0.015
C 0.865 -3.279 -1.952
C 2.259 -3.287 -2.051
C 2.868 -3.809 -3.179
C 2.089 -4.309 -4.217
C 0.704 -4.278 -4.132
C 0.087 -3.766 -3.001
H 1.435 -4.795 1.833
H 2.934 -4.041 1.251
H 1.847 -4.812 0.112
H -0.469 -4.241 2.369
H -2.365 -4.875 3.755
H -3.616 -3.158 5.029
H -2.870 -0.799 4.963
H -0.941 -0.153 3.613
H 2.969 -3.441 3.176
H 4.280 -3.082 5.202
H 4.127 -0.947 6.431
H 2.650 0.855 5.600
H 1.356 0.535 3.537
H -0.470 -5.473 -0.490
H -2.509 -6.750 0.021
H -4.624 -5.570 0.504
H -4.714 -3.102 0.464
H -2.660 -1.803 0.013
H 2.868 -2.893 -1.244
H 3.948 -3.828 -3.250
H 2.566 -4.728 -5.093
H 0.103 -4.657 -4.947
H -0.994 -3.751 -2.937
C 3.245 1.619 1.542
C 3.511 0.983 0.223
C 4.832 0.779 -0.216
C 5.086 0.255 -1.451
C 4.020 -0.046 -2.329
C 4.168 -0.516 -3.657
Br 5.874 -0.894 -4.346
C 3.071 -0.694 -4.452
C 1.780 -0.450 -3.952
Br 0.305 -0.679 -5.078
C 1.583 -0.045 -2.653
O 0.368 0.156 -2.098
C 2.724 0.176 -1.835
N 2.481 0.647 -0.551
H 3.759 2.581 1.589
H 3.630 1.000 2.353
H 2.179 1.785 1.689
H 5.641 1.047 0.449
H 6.105 0.094 -1.778
H 3.184 -1.030 -5.474
C -4.030 5.371 -0.102
Si -3.550 3.684 0.529
C -3.188 3.767 2.365
C -4.885 2.441 0.105
Si -1.604 3.009 -0.567
Te -1.536 0.829 0.786
Si 0.164 4.404 0.116
C -0.336 6.188 -0.093
C 0.543 4.055 1.918
C 1.658 4.063 -0.961
Si -2.139 2.731 -2.864
C -0.584 2.861 -3.895
C -3.259 4.138 -3.359
C -2.988 1.077 -3.042
H -4.897 5.751 0.447
H -4.304 5.337 -1.154
H -3.225 6.095 0.023
H -4.114 3.772 2.946
H -2.654 4.691 2.597
H -2.585 2.928 2.718
H -5.727 2.505 0.799
H -4.527 1.410 0.125
H -5.270 2.644 -0.897
H -1.029 6.511 0.685
H -0.790 6.390 -1.065
H 0.559 6.813 -0.015
H -0.241 4.456 2.562
H 1.486 4.523 2.212
H 0.611 2.984 2.127
H 1.474 4.387 -1.987
H 1.901 3.002 -0.994
H 2.535 4.607 -0.596
H -0.123 3.846 -3.786
H -0.821 2.727 -4.954
H 0.148 2.111 -3.617
H -2.919 5.095 -2.960
H -4.290 3.978 -3.039
H -3.261 4.224 -4.449
H -2.354 0.284 -2.648
H -3.187 0.856 -4.094
H -3.941 1.060 -2.509
```

## Properties
Gap between HOMO and LUMO (spin up / spin down), Ha: 0.2131 / 0.2180
ΔE to the lowest compared entry with this formula, charge and spin, kJ/mol: 12.0
DFT total energy, eV: -251152.5748
HOMO (spin up / spin down), eV: -12.39 / -12.78
2S+1: 4
Total charge: +2

=====

Molecular formula: C5H10Si
Method: DFT, ωB97M-V/def2-TZVPD

Geometry as XYZ:
```
16
C5H10Si, DFT ωB97M-V/def2-TZVPD
C -1.473 -0.112 0.142
C -2.605 -0.753 0.072
C 0.821 -1.452 -0.196
C 1.651 -0.340 0.391
C 1.257 0.960 -0.313
Si -0.631 1.482 0.020
H -3.608 -0.301 0.219
H -2.877 -1.824 -0.229
H 0.611 -2.354 0.325
H 0.870 -1.442 -1.247
H 1.383 -0.373 1.384
H 2.737 -0.400 0.349
H 1.958 1.692 0.125
H 1.544 0.925 -1.335
H -0.932 2.331 -1.016
H -0.706 1.960 1.309
```

## Properties
Gap between HOMO and LUMO (spin up / spin down), Ha: 0.2991 / 0.3157
ΔE to the lowest compared entry with this formula, charge and spin, kJ/mol: 416.4
DFT total energy, eV: -13219.5220
HOMO (spin up / spin down), eV: -7.99 / -7.95
Total charge: 0

=====

Molecular formula: C4H2O2Pt
Method: DFT, ωB97M-V/def2-TZVPD

Geometry as XYZ:
```
9
C4H2O2Pt, DFT ωB97M-V/def2-TZVPD
H 1.592 0.291 -1.778
C 0.785 0.462 -1.060
C 0.884 0.314 0.262
O -0.309 0.874 -1.742
O -1.484 1.061 -0.989
Pt -1.692 0.037 0.543
C -0.313 -1.062 1.547
C 0.425 0.070 1.465
H 0.112 -2.049 1.751
```

## Properties
Gap between HOMO and LUMO (spin up / spin down), Ha: 0.2943 / 0.2374
ΔE to the lowest compared entry with this formula, charge and spin, kJ/mol: 277.9
DFT total energy, eV: -11510.7676
HOMO (spin up / spin down), eV: -8.41 / -8.30
2S+1: 3
Total charge: 0

=====

Molecular formula: C6H10
Method: DFT, ωB97M-V/def2-TZVPD

Geometry as XYZ:
```
16
C6H10, DFT ωB97M-V/def2-TZVPD
C 1.363 1.042 -0.802
C -0.075 0.651 -1.150
C -0.454 -0.274 -0.065
C 0.240 -1.493 0.457
C -0.301 -0.490 1.416
C -1.628 -0.188 0.818
H 1.548 1.985 -1.330
H 2.020 0.291 -1.258
H 1.492 1.014 0.351
H -0.219 0.179 -2.153
H -0.777 1.499 -1.165
H -0.222 -2.467 0.328
H 1.339 -1.503 0.382
H 0.021 -0.172 2.400
H -2.416 -0.924 0.760
H -1.930 0.849 1.011
```

## Properties
Gap between HOMO and LUMO, Ha: 0.3629
ΔE to the lowest compared entry with this formula, charge and spin, kJ/mol: 250.9
DFT total energy, eV: -6381.2591
Structure (SMILES): CC[C@]12C[C@H]1C2
HOMO, eV: -8.71
Total charge: 0

=====

Molecular formula: C4H12N2O
Method: DFT, ωB97M-V/def2-TZVPD

Geometry as XYZ:
```
19
C4H12N2O, DFT ωB97M-V/def2-TZVPD
C 1.116 -2.059 -0.364
C 1.710 -0.750 -0.607
N 1.763 0.309 0.123
C 1.029 0.245 1.388
O 2.253 1.426 -0.200
H -0.003 -2.035 -0.397
H 1.648 -2.569 -1.063
H 1.327 -2.482 0.705
H 2.270 -0.558 -1.536
H 1.028 1.248 1.718
H -0.066 -0.058 1.266
H 1.560 -0.385 1.959
C -2.403 1.146 -0.992
N -1.790 0.876 0.298
H -1.805 1.742 -1.582
H -2.554 0.239 -1.588
H -3.429 1.464 -0.832
H -2.377 0.533 1.016
H -1.278 1.669 0.689
```

## Properties
Gap between HOMO and LUMO, Ha: 0.3303
ΔE to the lowest compared entry with this formula, charge and spin, kJ/mol: 436.3
DFT total energy, eV: -9366.6724
Structure (SMILES): C/C=[N+](\C)[O-].CN
HOMO, eV: -8.13
Total charge: 0

=====

Molecular formula: C19H42NO2P3RhSe
Method: DFT, ωB97M-V/def2-TZVPD

Geometry as XYZ:
```
69
C19H42NO2P3RhSe, DFT ωB97M-V/def2-TZVPD
Rh -0.765 -0.054 -2.263
P -2.827 -0.222 -1.323
P 0.320 -1.975 -1.642
P 0.229 1.893 -1.770
H 4.237 -0.770 0.206
C 3.652 -0.151 0.894
C 3.236 -0.624 2.079
H 3.493 -1.630 2.429
C -4.191 -0.780 -2.399
C -2.860 -1.372 0.075
C -3.277 1.409 -0.669
C 2.005 -2.246 -2.263
C 0.517 -2.332 0.140
C -0.656 -3.353 -2.316
C 1.938 2.168 -2.314
C 0.318 2.287 0.004
C -0.710 3.228 -2.566
H 3.435 0.877 0.591
H 2.620 -0.020 2.750
H -5.091 -0.977 -1.801
H -3.897 -1.705 -2.910
H -4.409 -0.011 -3.150
H -3.901 -1.542 0.377
H -2.305 -0.917 0.911
H -2.407 -2.331 -0.205
H -4.356 1.450 -0.474
H -3.016 2.192 -1.392
H -2.733 1.570 0.271
H 2.156 -3.330 -2.332
H 2.722 -1.812 -1.555
H 2.164 -1.811 -3.254
H -0.346 -2.893 0.508
H 0.615 -1.417 0.739
H 1.430 -2.922 0.273
H 0.023 -4.197 -2.477
H -1.106 -3.070 -3.274
H -1.448 -3.651 -1.622
H 2.119 3.252 -2.332
H 2.104 1.764 -3.319
H 2.629 1.692 -1.606
H 1.365 2.201 0.324
H -0.295 1.611 0.624
H -0.028 3.317 0.147
H -0.005 4.006 -2.878
H -1.429 3.661 -1.862
H -1.242 2.850 -3.448
C -0.086 0.247 -5.608
C 1.154 -0.033 -5.015
C 2.342 0.220 -5.704
C 2.300 0.657 -7.034
C 1.056 0.807 -7.673
C -0.130 0.602 -6.970
Se -1.662 0.257 -4.567
H -0.165 -0.137 -0.800
H 1.151 -0.385 -3.978
H 3.303 0.085 -5.205
H 3.233 0.889 -7.553
H 1.026 1.109 -8.717
H -1.110 0.748 -7.432
N -0.536 -0.396 5.466
C -1.495 0.212 4.510
C -0.811 -0.003 3.152
O -1.371 0.492 2.148
O 0.265 -0.679 3.198
H -0.994 -1.136 6.000
H -0.207 0.306 6.130
H 0.235 -0.769 4.826
H -2.452 -0.311 4.553
H -1.630 1.274 4.722
```

## Properties
Gap between HOMO and LUMO (spin up / spin down), Ha: 0.2750 / 0.1241
ΔE to the lowest compared entry with this formula, charge and spin, kJ/mol: 6.2
DFT total energy, eV: -122162.1673
HOMO (spin up / spin down), eV: -15.49 / -16.88
2S+1: 5
Total charge: +3

=====

Molecular formula: C6H9N
Method: DFT, ωB97M-V/def2-TZVPD

Geometry as XYZ:
```
16
C6H9N, DFT ωB97M-V/def2-TZVPD
C 1.803 -0.640 0.116
N 0.884 0.461 -0.147
C -0.152 0.565 0.892
C -0.946 1.437 -0.109
C -0.306 0.379 -1.061
C -1.053 -0.869 -0.610
C -0.945 -0.817 0.716
H 1.320 -1.417 0.729
H 2.183 -1.102 -0.800
H 2.643 -0.232 0.695
H 0.205 0.931 1.861
H -0.559 2.446 -0.267
H -2.028 1.438 0.025
H -0.158 0.557 -2.128
H -1.571 -1.567 -1.256
H -1.319 -1.575 1.402
```

## Properties
Gap between HOMO and LUMO, Ha: 0.3628
ΔE to the lowest compared entry with this formula, charge and spin, kJ/mol: 290.8
DFT total energy, eV: -7855.1456
HOMO, eV: -8.68
Total charge: 0

=====

Molecular formula: C4H12O2
Method: DFT, ωB97M-V/def2-TZVPD

Geometry as XYZ:
```
18
C4H12O2, DFT ωB97M-V/def2-TZVPD
C -0.465 -0.094 -2.961
O -0.203 1.298 -3.134
H -1.024 1.755 -3.399
H -0.743 -0.576 -3.886
H -1.180 -0.240 -2.142
H 0.485 -0.472 -2.551
C 0.159 -0.059 1.143
C -0.943 0.036 2.152
C 1.635 -0.259 1.754
O -0.102 -0.933 0.159
H 0.425 0.922 0.676
H -1.822 0.362 1.580
H 1.952 0.626 2.290
H 1.495 -0.988 2.569
H 2.296 -0.687 1.011
H -0.014 -0.546 -0.744
H -0.739 0.782 2.913
H -1.211 -0.927 2.571
```

## Properties
Gap between HOMO and LUMO (spin up / spin down), Ha: 0.4066 / 0.1723
ΔE to the lowest compared entry with this formula, charge and spin, kJ/mol: 145.6
DFT total energy, eV: -8426.6520
HOMO (spin up / spin down), eV: -14.27 / -14.23
2S+1: 2
Total charge: +1

=====

Molecular formula: C7H9N3O3
Method: DFT, ωB97M-V/def2-TZVPD

Geometry as XYZ:
```
22
C7H9N3O3, DFT ωB97M-V/def2-TZVPD
C -0.460 -2.370 -0.539
C 0.368 -1.443 0.290
N 1.440 -1.857 0.883
C 1.999 -0.699 1.357
C 1.282 0.420 0.990
N 1.518 1.763 1.269
O 2.229 2.067 2.161
O 0.982 2.611 0.602
N 0.275 -0.105 0.245
C -0.838 0.693 -0.354
C -0.367 1.376 -1.629
C -2.197 0.190 0.007
O -1.582 1.265 0.638
H -1.347 -2.805 -0.175
H -0.580 -1.746 -1.459
H 0.259 -3.172 -0.724
H 2.864 -0.689 2.142
H 0.393 2.241 -1.376
H -1.256 1.786 -1.988
H 0.134 0.679 -2.343
H -2.927 0.485 -0.553
H -2.188 -0.689 0.556
```

## Properties
Gap between HOMO and LUMO, Ha: 0.3448
ΔE to the lowest compared entry with this formula, charge and spin, kJ/mol: 630.2
DFT total energy, eV: -18012.3057
Structure (SMILES): Cc1ncc([N+](=O)[O-])n1[C@@]1(C)CO1
HOMO, eV: -9.54
Total charge: 0

=====

Molecular formula: C4H8S2
Method: DFT, ωB97M-V/def2-TZVPD

Geometry as XYZ:
```
14
C4H8S2, DFT ωB97M-V/def2-TZVPD
C 0.613 0.850 -1.764
C -0.182 0.884 -0.530
C -1.040 0.325 0.278
S -2.016 -1.008 0.781
C -0.579 1.698 0.675
H 1.464 0.176 -1.650
H 0.986 1.842 -2.004
H 0.003 0.486 -2.591
H -1.782 -1.745 -0.313
H 0.114 1.811 1.503
H -1.253 2.542 0.563
S 1.831 -2.574 1.762
H 0.880 -1.724 1.378
H 0.960 -3.562 1.913
```

## Properties
Gap between HOMO and LUMO, Ha: 0.3291
ΔE to the lowest compared entry with this formula, charge and spin, kJ/mol: 264.6
DFT total energy, eV: -25945.6718
Structure (SMILES): CC1=C(S)C1.S
HOMO, eV: -8.37
Total charge: 0

=====

Molecular formula: C6H6NO3
Method: DFT, ωB97M-V/def2-TZVPD

Geometry as XYZ:
```
16
C6H6NO3, DFT ωB97M-V/def2-TZVPD
O -0.923 -1.513 0.509
C -0.502 -1.210 -0.636
O -0.193 -1.939 -1.603
C -0.462 0.409 -0.937
C -1.732 1.101 -0.250
O -1.690 0.789 1.147
N 0.747 1.166 -0.373
C 1.549 0.354 0.161
C 2.632 0.136 1.097
C 1.898 -0.928 0.790
H -0.422 0.461 -2.136
H -2.569 0.598 -0.883
H -1.821 2.122 -0.474
H -1.470 -0.129 1.208
H 3.496 0.472 1.548
H 1.463 -1.890 0.834
```

## Properties
Gap between HOMO and LUMO, Ha: 0.2968
ΔE to the lowest compared entry with this formula, charge and spin, kJ/mol: 370.8
DFT total energy, eV: -13949.5848
Structure (SMILES): O=C([O-])[C@@H](CO)N=c1cc1
HOMO, eV: -4.30
Total charge: -1

=====

Going through the records in order, we get molar mass values of 1511.6; 1276.9; 98.2; 277.1; 82.1; 104.2; 591.3; 95.1; 92.1; 183.2; 120.2; 140.1 g/mol.